169
Properties=species:S:1:pos:R:3:forces:R:3 method="wB97M-V/def2-TZVPD" orbital_gap_ev=8.28 lumo_ev=-2.0 energy_ev=-1660922.1066 charge=+1
C 0.53990 2.78902 0.78528 -0.1241 0.8351 0.9752
C -0.64010 1.93434 0.18335 -0.1551 0.8546 -1.4122
C -0.31925 0.39549 -0.08652 1.6795 1.0869 0.7175
C 0.09144 -0.09887 1.34865 -0.6682 -0.7928 1.3881
C -0.99261 0.18890 2.49423 0.7204 -1.0728 0.3882
C -0.59117 1.34891 3.47231 -0.7654 0.0705 0.2971
O -1.59020 2.40926 3.30134 0.0827 -0.4932 0.2595
C -2.58810 2.31426 4.25685 -1.6524 -0.2628 -0.9478
C -4.00794 1.88207 3.74552 0.6680 1.0800 -0.6205
O -2.41390 2.57517 5.39905 0.5225 0.0551 0.7671
C 0.80480 0.21646 -1.19678 1.2104 1.1825 0.8252
B 2.33284 0.06538 -0.63900 0.9664 -0.0163 0.8218
N 3.21925 1.25000 -0.60953 -0.7847 -0.1806 -0.2302
O 2.84341 -1.16655 -0.18796 -1.0237 0.8141 0.0816
O 0.68028 -0.93694 -2.02506 -1.3323 0.2790 0.1648
C -0.44630 -0.87384 -2.97891 2.1560 0.8235 1.2747
C 0.25479 -0.04267 -4.13587 -0.6144 -0.1010 0.3426
P -0.39044 0.01088 -5.85055 2.1336 0.8211 -5.2201
O 0.80424 0.12337 -6.74954 -0.5376 -0.2739 1.3378
O -1.28265 1.37663 -6.20539 -0.0620 -1.7693 1.7514
O -1.23903 -1.26933 -6.40275 -0.2682 1.1587 1.4819
P -0.50489 -2.68746 -3.47815 0.7894 -3.6365 -0.7776
O 0.04174 -3.63149 -2.18855 0.0720 1.7674 -1.3799
O 0.69379 -2.94960 -4.64534 -0.6053 1.1246 2.2789
S -2.06070 -3.52896 -4.15386 -0.5119 0.6201 0.0782
C -1.64274 -0.21327 -2.18543 -2.2208 1.9856 -2.2316
C -1.83550 1.24224 -2.73528 1.8546 1.7872 -0.4295
O -2.86112 2.02168 -2.07742 0.3018 -0.3716 -0.4212
C -3.27035 3.08585 -2.82669 -1.4845 1.0105 1.0301
F -3.98165 3.88945 -1.98274 0.7321 -0.7992 -0.8513
F -4.12112 2.71781 -3.81992 1.2454 0.2979 0.5446
F -2.25509 3.82969 -3.32162 -0.7444 -0.9216 0.0504
P -3.41713 -0.95753 -2.60803 -1.6156 -2.6084 0.3331
C -3.86156 -0.62740 -4.38188 0.2354 0.3888 -0.6445
O -4.65273 -0.13553 -1.75839 1.4704 0.5100 -0.5678
N -1.52045 -0.35063 -0.68135 -0.0443 -0.4634 0.6934
C -1.58866 -1.82867 -0.27903 0.0986 -2.6068 0.1388
C -2.50125 -2.19853 0.90893 -0.2887 -1.4105 3.0648
C -1.95472 -3.13621 1.94574 -1.6439 1.1469 -0.3415
C -2.78874 -3.53034 3.09549 -0.9903 1.0364 -1.2022
C -4.16125 -3.08278 3.27729 0.5725 0.9066 -2.8568
C -4.69033 -2.19485 2.24964 1.9794 -0.8232 0.0786
C -3.86448 -1.78282 1.12125 0.3404 -0.2727 0.5871
H 1.48762 2.26114 1.00284 -0.6968 0.1431 -0.2539
H 0.19637 3.25679 1.74920 0.3372 -0.5348 -0.8527
H 0.82406 3.67062 0.14970 -0.3989 -1.0683 0.2730
H -0.83888 2.51821 -0.74718 -0.1105 -1.0262 0.3803
H -1.59599 2.06613 0.76333 1.0938 -0.3731 -0.1863
H 0.99208 0.41493 1.77260 -0.5236 -0.1560 -1.1679
H 0.36213 -1.17598 1.44395 -0.3114 0.6222 -0.5815
H -1.04560 -0.74245 3.12589 -0.0111 0.7367 -0.7211
H -2.02946 0.29500 2.07878 0.9322 0.2068 0.5590
H 0.44531 1.74135 3.32525 -1.0151 -0.1094 -0.1419
H -0.65964 1.07081 4.55476 0.2242 -0.1242 -0.9905
H -4.13817 0.77666 3.82194 0.1222 0.8197 0.0424
H -4.10087 2.21107 2.67853 0.0069 -0.5041 0.7846
H -4.77449 2.45304 4.32994 0.7072 -0.8229 -0.3399
H 0.84728 1.20523 -1.74240 -0.2386 -1.1466 -0.0142
H 4.05252 1.09702 -1.18121 -0.0412 0.0886 0.2945
H 3.52252 1.43081 0.34929 0.2577 -0.0951 -0.3295
H 2.61761 -1.32172 0.74559 0.1402 -0.3724 -0.3556
H 0.55121 1.00237 -3.84577 -0.7961 -0.8680 -0.1894
H 1.27059 -0.51451 -4.24540 -1.2306 0.2044 -0.3538
H -1.27324 1.46890 -7.17626 0.1612 -0.1026 0.3534
H -0.73643 -1.75551 -7.08375 0.1461 0.2308 0.3512
H 0.90611 -4.01935 -2.40674 -0.2141 0.0841 0.2366
H 1.57347 -2.82921 -4.23907 -0.0285 0.0281 -0.4435
H -0.91494 1.89424 -2.68400 -0.6913 -0.8760 0.1957
H -2.06720 1.26421 -3.83074 0.1072 -0.7243 0.8629
H -4.78952 -0.01273 -4.46870 0.7558 -0.2939 0.3503
H -3.07537 -0.17370 -5.02497 -0.4958 -0.1391 0.5098
H -4.09767 -1.63508 -4.82506 0.6522 1.2770 0.7834
H -4.32983 0.32876 -0.97249 -0.3385 0.1835 -0.2948
H -2.32922 0.07341 -0.19817 0.0613 -0.0461 -0.5710
H -0.56156 -2.26521 -0.14847 -0.8540 1.0129 0.1989
H -1.94622 -2.49448 -1.11254 -0.0197 1.3393 0.2618
H -0.87298 -3.54018 1.87861 -2.3849 1.2656 -0.4106
H -2.37415 -4.19953 3.87346 -0.7202 0.7990 -0.8288
H -4.82399 -3.38071 4.14374 1.4564 0.0439 -2.1904
H -5.73402 -1.83139 2.30908 0.8180 -0.2300 -0.0377
H -4.33357 -1.09660 0.38913 0.2151 -0.6260 0.4828
Br -5.96880 -2.99122 -4.87470 -0.5567 -0.6303 -0.0404
C -5.49914 -2.95954 -6.76442 -0.2134 0.3153 0.0991
C -5.94907 -4.20928 -7.46956 0.2366 -0.1888 -0.1865
Br -4.76590 -5.69613 -7.04863 -0.0475 -0.0385 0.0142
H -4.42260 -2.80530 -6.81899 -0.0300 -0.0967 -0.0364
H -6.00903 -2.08448 -7.16731 -0.0007 -0.0847 -0.0289
H -5.88166 -4.08191 -8.54944 0.0038 0.0551 0.0649
H -6.95800 -4.51788 -7.20804 0.0738 0.0874 0.0587
Br 7.49785 1.80493 -2.50341 -0.0571 -0.0883 0.0924
C 7.67517 0.02392 -3.27179 0.1416 0.2808 -0.0914
C 6.39489 -0.41600 -3.93100 -0.0161 -0.2345 -0.0829
Br 5.07304 -0.96294 -2.60663 -0.0487 -0.0501 -0.0536
H 7.99619 -0.63670 -2.47046 -0.0837 0.0079 -0.0575
H 8.47425 0.11021 -4.00754 -0.0789 -0.0346 0.0035
H 6.56445 -1.29884 -4.54634 0.0289 0.0407 0.0569
H 5.93517 0.36054 -4.53716 0.0796 -0.0029 0.0769
Br 0.49730 -7.98405 -9.10814 -0.0682 0.0269 0.0853
C -1.24787 -7.12115 -9.15948 0.1711 -0.1945 -0.1904
C -1.11996 -5.63960 -9.39862 -0.2278 0.1889 0.0689
Br -0.55288 -4.70937 -7.78329 0.0523 0.0583 0.0494
H -1.74944 -7.36332 -8.22593 0.0217 0.1106 -0.0419
H -1.77552 -7.59703 -9.98541 0.0014 0.1005 0.0284
H -2.08857 -5.20854 -9.65029 0.0181 -0.0816 0.0358
H -0.40294 -5.39043 -10.17683 -0.0107 -0.1074 0.0639
Br -7.49516 -4.93718 3.12916 -0.0358 0.0398 0.0964
C -9.12517 -3.87533 3.01122 0.1974 -0.2126 -0.2422
C -8.81209 -2.41681 2.81030 -0.2483 0.1752 0.1625
Br -8.22285 -1.58767 4.47281 0.1211 -0.0029 -0.0958
H -9.69830 -4.07211 3.91219 0.0120 0.0964 -0.0764
H -9.66197 -4.27423 2.15124 -0.0016 0.0622 0.0549
H -9.70807 -1.86881 2.52050 0.0181 -0.0756 0.0192
H -8.03159 -2.24352 2.07340 -0.0534 -0.1075 0.0295
Br 10.75751 5.37577 -1.06517 0.0983 -0.0334 0.0077
C 11.08155 5.36324 -2.98707 -0.1757 0.1517 0.0056
C 10.53270 4.11465 -3.62603 0.1678 -0.1156 -0.1489
Br 11.68016 2.57902 -3.28243 -0.1328 -0.0166 0.0404
H 12.15247 5.48519 -3.12823 -0.0641 -0.0550 0.0230
H 10.56709 6.24555 -3.36680 0.0181 -0.0674 0.0015
H 10.51314 4.21837 -4.71045 0.0268 0.0729 0.0641
H 9.53859 3.85240 -3.27263 0.0790 0.0537 0.0229
Br -0.24588 -4.78329 3.51046 2.2706 -1.1932 1.2056
C 1.15077 -4.55728 4.86069 -0.2924 -0.3880 0.0611
C 1.72451 -3.16980 4.85358 0.1432 0.0970 0.0376
Br 2.95682 -2.93522 3.36944 -0.0153 0.1624 -0.2222
H 1.89567 -5.32764 4.67723 0.0183 0.1116 0.0427
H 0.65260 -4.75657 5.80899 0.0613 0.0541 -0.0219
H 2.32303 -2.99930 5.74762 -0.0525 -0.0486 -0.0289
H 0.96905 -2.39075 4.77320 -0.0063 -0.1150 0.0166
Br 0.08258 4.06597 9.45331 0.0704 0.0529 -0.0459
C -0.20135 5.43197 8.09338 -0.1340 -0.0721 0.1952
C -0.56489 4.81724 6.76689 0.0350 0.1520 -0.1150
Br 0.99935 4.06523 5.88280 -0.0367 -0.1033 -0.0199
H 0.70289 6.03411 8.05521 -0.0447 -0.0662 -0.0537
H -1.02288 6.04055 8.46998 0.0149 -0.0420 -0.0869
H -0.93969 5.57812 6.08291 0.0325 -0.0037 0.0651
H -1.29593 4.01824 6.84887 0.0960 0.0416 0.0188
Br 16.29989 5.05939 -1.10127 0.0307 0.0787 -0.0363
C 15.83704 6.77169 -0.29439 0.0334 -0.2948 0.1005
C 14.38096 7.09831 -0.49841 0.0669 0.2835 0.0043
Br 14.04045 7.70707 -2.31746 -0.0603 -0.0676 0.0247
H 16.50745 7.51426 -0.71950 -0.1086 -0.0134 -0.0097
H 16.05686 6.65386 0.76632 -0.0769 0.0374 -0.0454
H 14.08158 7.92993 0.13970 0.1027 -0.1579 -0.0871
H 13.72103 6.25265 -0.31819 0.0864 0.0189 -0.0201
Br -5.06323 -2.76941 6.11661 -0.1831 0.3911 1.6650
C -3.73264 -2.51271 7.51909 -0.4215 -0.1689 0.1531
C -3.14124 -1.13442 7.46607 0.2353 0.0725 0.1499
Br -1.85363 -0.99620 6.01485 -0.0214 -0.0128 -0.1240
H -2.99291 -3.30072 7.40272 -0.0008 0.0969 -0.0039
H -4.27335 -2.66325 8.45304 0.0763 0.0693 -0.0152
H -2.57614 -0.92386 8.37334 -0.0253 -0.0383 -0.0457
H -3.88099 -0.35192 7.31487 0.0283 -0.0865 -0.0408
Br -10.83314 -7.50272 5.41742 0.0585 0.1303 -0.0409
C -11.29792 -5.78898 6.21781 -0.0093 -0.3561 0.1212
C -12.68755 -5.35898 5.82424 0.0107 0.3120 -0.0189
Br -12.72827 -4.67462 4.00016 -0.0642 -0.0701 0.0126
H -10.52837 -5.08070 5.92084 -0.1033 0.0114 0.0138
H -11.23860 -5.95312 7.29329 -0.0590 0.0557 -0.0539
H -13.02156 -4.52942 6.44653 0.0564 -0.0456 -0.0125
H -13.41663 -6.16346 5.87713 0.1213 -0.0033 -0.0125
Br 8.37611 9.70865 1.28529 0.0490 -0.0471 -0.0715
C 9.46955 8.10401 1.44118 -0.2711 0.0894 0.1415
C 10.72944 8.37219 2.22268 0.2414 -0.1646 -0.1139
Br 12.04126 9.32775 1.14562 -0.1751 0.1614 0.1162
H 9.65853 7.74931 0.43123 0.0835 0.0405 0.0797
H 8.84178 7.38297 1.96437 0.0923 0.0219 0.0128
H 11.21478 7.43597 2.49757 -0.0748 0.0156 -0.0333
H 10.56170 8.96549 3.11806 -0.0628 -0.0175 -0.0947

***

20
Properties=species:S:1:pos:R:3:forces:R:3 method="wB97M-V/def2-TZVPD" orbital_gap_ev="8.17 / 8.99" spin_multiplicity=3 lumo_ev="-8.0 / -12.3" relative_energy_ev=2.7675 energy_ev=-9371.5779 charge=+2
C -2.44895 -1.25028 0.07895 0.5101 -5.6914 0.6442
C -1.14916 -0.72928 -0.00342 -3.6854 -0.6335 0.0269
C 0.23157 -0.91317 0.03757 1.1780 -1.6322 0.8849
C -2.96754 1.27342 -0.31001 -0.4895 1.8344 -0.6013
C 2.18325 -0.13323 1.23706 -0.8877 -1.6239 1.3452
C 2.17065 0.10624 -1.20188 2.5977 -1.5919 3.7001
N -2.31942 0.02376 -0.09324 3.4739 6.6778 -0.9990
N 1.26800 0.06661 0.06379 -1.2905 3.1447 -2.1811
H -3.26349 -1.78539 0.54363 0.4378 -0.7222 0.1316
H 0.65694 -1.88035 0.35386 -0.7975 0.0809 -0.5398
H -3.36828 1.32514 -1.40383 0.2207 -0.1867 1.9585
H -2.29739 2.18419 -0.16144 -0.5412 -1.5231 -0.2047
H -3.72907 1.31599 0.51166 0.0578 0.1534 -1.1629
H 2.80391 0.73305 1.46919 -0.5367 0.0883 -0.0132
H 1.45012 -0.49524 1.98700 0.9713 0.9473 0.5183
H 2.83820 -1.02105 1.10127 -0.3756 0.6391 -0.5751
H 2.62182 -0.91394 -1.07700 0.3823 1.2578 -0.6187
H 1.75445 0.15153 -2.11015 -2.5470 0.2953 -3.1005
H 2.86019 0.96994 -1.09135 -0.2624 -0.8295 0.2638
H 0.70420 0.97206 0.06833 1.5839 -0.6845 0.5226

***

10
Properties=species:S:1:pos:R:3:forces:R:3 method="wB97M-V/def2-TZVPD" orbital_gap_ev=8.81 lumo_ev=-6.8 relative_energy_ev=5.0894 energy_ev=-8747.8989 charge=+1
C -0.27174 -0.48621 0.77903 -0.0680 1.7565 -3.3687
C -0.08954 0.02178 -0.69518 -2.0274 0.2451 2.7909
C 1.92673 0.39439 0.22668 -1.9393 -3.5292 3.4066
N -0.79280 0.76087 0.31119 2.1589 -0.5670 -0.3148
O 0.88910 -0.46723 1.41241 4.2054 2.4471 -1.3978
O 1.26853 0.37093 -0.79016 2.4522 1.9917 -0.0008
H -0.86841 -1.33369 0.71102 -0.8604 -1.7752 1.0444
H -0.23989 -0.39204 -1.63394 -1.6561 -0.6320 -1.4461
H 3.03055 0.59249 0.41550 -1.5315 0.1050 -0.0330
H -1.74637 1.04069 0.38770 -0.7339 -0.0419 -0.6807